No. 1
The following is a quantum chemistry calculation of C35H43ClMnN2Si2 as an isolated structure at a distorted geometry, from OMol25.

Positions of all 84 atoms, in Å:
C 1.773 -0.406 -0.674
C 0.991 -1.541 -1.067
C 0.026 -1.103 -2.025
H 1.167 -2.579 -0.813
C 0.212 0.296 -2.254
C 1.286 0.735 -1.413
H 1.708 1.734 -1.409
H 2.620 -0.422 0.003
H -0.664 -1.751 -2.560
H -0.341 0.900 -2.977
Mn -0.300 -0.029 -0.125
Si -4.540 -1.829 -0.244
C -3.703 -3.585 0.118
C -4.383 -4.586 0.812
H -5.368 -4.360 1.208
C -3.839 -5.866 0.999
H -4.411 -6.631 1.540
C -2.597 -6.201 0.438
H -2.232 -7.238 0.472
C -1.847 -5.170 -0.144
H -0.905 -5.414 -0.638
C -2.331 -3.852 -0.097
H -1.637 -3.035 -0.294
C -3.653 -1.430 -2.068
C -2.871 -2.418 -2.767
H -2.645 -3.350 -2.280
C -2.660 -2.311 -4.204
H -2.342 -3.179 -4.809
C -2.784 -1.006 -4.782
H -2.552 -0.831 -5.839
C -3.264 0.034 -3.984
H -3.351 1.037 -4.411
C -3.668 -0.144 -2.656
H -3.992 0.716 -2.076
H -3.519 -0.733 0.101
Si -4.493 -2.304 -3.809
C -5.819 -1.812 -5.104
C -6.231 -2.740 -6.070
H -5.805 -3.743 -6.035
C -7.176 -2.415 -7.054
H -7.489 -3.149 -7.800
C -7.720 -1.124 -7.084
H -8.438 -0.841 -7.859
C -7.311 -0.182 -6.131
H -7.710 0.837 -6.170
C -6.371 -0.521 -5.143
H -6.031 0.230 -4.430
C -5.062 -4.069 -3.345
C -4.318 -5.211 -3.661
H -3.530 -5.183 -4.416
C -4.554 -6.423 -3.007
H -3.942 -7.302 -3.226
C -5.567 -6.488 -2.051
H -5.731 -7.408 -1.495
C -6.376 -5.372 -1.800
H -7.177 -5.422 -1.074
C -6.137 -4.170 -2.472
H -6.779 -3.303 -2.291
H -4.966 -1.833 1.158
Cl -6.415 -0.977 -0.910
C -1.434 2.527 1.029
N -0.255 1.683 1.326
C 0.962 2.538 1.210
C -0.337 1.165 2.735
C 0.239 -0.235 2.805
N -0.536 -1.153 1.938
C 0.066 -2.496 2.014
C -1.929 -1.246 2.451
H -1.316 2.951 0.020
H -1.506 3.370 1.751
H -2.363 1.933 1.064
H 1.874 1.940 1.314
H 0.974 3.038 0.234
H 0.965 3.316 1.986
H 0.270 1.811 3.402
H -1.380 1.182 3.077
H 1.295 -0.271 2.498
H 0.199 -0.590 3.849
H 0.119 -2.860 3.050
H -0.544 -3.199 1.436
H 1.071 -2.471 1.596
H -2.512 -0.361 2.160
H -1.938 -1.322 3.561
H -2.431 -2.141 2.036

## Properties
**Expectation value of S²**: 4.086
**Multiplicity**: 4
**E_HOMO (alpha / beta)**: -0.443 / -0.483 Ha
**LUMO energy (alpha / beta)**: -6.06 / -10.06 eV
**Orbital gap (alpha / beta)**: 6.0 / 3.1 eV
**Net charge**: +2

No. 2
The following is a quantum chemistry calculation of an isolated ion of composition C4H11ClN3 and charge +1 at a distorted geometry, from OMol25.

Positions of all 19 atoms, in Å:
C -1.121 2.365 1.278
N -0.520 1.134 0.779
C -0.281 1.046 -0.503
N 0.103 -0.004 -1.113
C 0.766 -1.141 -0.564
C -0.057 -2.317 -0.882
N 1.172 -1.050 0.772
Cl 2.385 -1.182 -1.838
H -2.069 2.370 1.780
H -1.331 3.068 0.532
H -0.537 2.966 2.109
H -0.607 0.507 1.535
H -0.597 1.950 -1.045
H 0.096 0.225 -2.086
H -0.527 -2.059 -1.930
H 0.407 -3.273 -0.806
H -0.711 -2.492 -0.053
H 1.664 -0.239 1.059
H 1.767 -1.875 0.975

## Properties
**Multiplicity**: 1
**E_HOMO**: -0.521 Ha
**LUMO energy**: -3.98 eV
**ΔE to the lowest compared entry with this formula, charge and spin**: 0.670 eV
**Orbital gap**: 10.2 eV
**Net charge**: +1
**SMILES**: C/[NH+]=C/N[C@](C)(N)Cl

No. 3
The following is a quantum chemistry calculation of C49H57Ge2N5O3OsS4Se as an isolated structure, from OMol25.

Positions of all 122 atoms, in Å:
Os -2.604 -1.447 0.344
C 0.964 -0.814 6.375
C 1.484 -1.099 4.993
C 1.946 -0.076 4.174
C 2.420 -0.327 2.894
C 2.903 0.802 2.026
C 2.455 -1.646 2.426
C 2.059 -2.698 3.256
C 2.239 -4.146 2.884
C 1.548 -2.400 4.517
C 3.093 -1.938 1.109
C 4.420 -2.366 1.168
C 5.118 -2.711 0.026
C 4.488 -2.626 -1.203
C 3.175 -2.182 -1.292
C 2.465 -1.823 -0.135
Ge 0.667 -1.075 -0.451
S -0.929 -2.226 -1.372
S -0.365 -0.052 1.331
Ge -0.939 1.395 -0.335
S -2.927 0.539 -0.820
S 0.810 0.875 -1.593
C -1.133 3.312 -0.011
C -1.784 3.765 1.138
C -1.967 5.130 1.332
C -1.509 6.044 0.394
C -0.875 5.589 -0.750
C -0.690 4.225 -0.969
C -0.032 3.815 -2.245
C -0.789 3.378 -3.331
C -2.288 3.242 -3.277
C -0.137 3.045 -4.516
C 1.237 3.148 -4.648
C 1.913 2.832 -5.952
C 1.973 3.579 -3.549
C 1.362 3.909 -2.351
C 2.195 4.298 -1.161
C -2.297 2.823 2.176
C -1.450 2.354 3.180
C -0.005 2.763 3.264
C -1.956 1.471 4.133
C -3.281 1.069 4.116
C -3.833 0.127 5.151
C -4.112 1.568 3.119
C -3.646 2.440 2.150
C -4.594 2.979 1.116
C 2.558 -2.079 -2.645
C 1.830 -3.152 -3.160
C 1.711 -4.441 -2.396
C 1.231 -3.018 -4.408
C 1.346 -1.851 -5.148
C 0.655 -1.697 -6.474
C 2.117 -0.814 -4.636
C 2.742 -0.915 -3.403
C 3.627 0.196 -2.909
H 1.052 0.243 6.620
H 1.517 -1.383 7.124
H -0.086 -1.096 6.465
H 1.942 0.942 4.545
H 2.795 1.758 2.538
H 2.338 0.854 1.093
H 3.953 0.673 1.759
H 2.745 -4.268 1.928
H 1.282 -4.654 2.818
H 2.833 -4.648 3.649
H 1.231 -3.217 5.155
H 4.893 -2.441 2.139
H 6.143 -3.049 0.095
H 5.012 -2.895 -2.112
H -2.470 5.467 2.230
H -1.653 7.105 0.551
H -0.526 6.287 -1.500
H -2.710 3.628 -2.352
H -2.577 2.193 -3.362
H -2.748 3.780 -4.108
H -0.727 2.697 -5.356
H 1.391 2.038 -6.486
H 2.946 2.522 -5.798
H 1.928 3.710 -6.601
H 3.053 3.641 -3.623
H 3.255 4.237 -1.399
H 1.993 3.629 -0.321
H 1.975 5.312 -0.825
H 0.272 3.471 2.486
H 0.634 1.886 3.165
H 0.205 3.224 4.231
H -1.290 1.095 4.902
H -3.038 -0.332 5.739
H -4.424 -0.665 4.687
H -4.494 0.654 5.841
H -5.148 1.252 3.087
H -5.431 2.295 0.978
H -4.108 3.115 0.152
H -4.992 3.948 1.428
H 1.433 -4.268 -1.356
H 2.662 -4.978 -2.396
H 0.954 -5.083 -2.844
H 0.643 -3.841 -4.798
H 0.073 -2.584 -6.721
H 1.376 -1.531 -7.276
H -0.021 -0.842 -6.458
H 2.232 0.099 -5.210
H 3.500 1.087 -3.522
H 4.677 -0.103 -2.947
H 3.408 0.463 -1.876
N -4.216 -2.759 -1.465
N -4.391 -4.038 -0.957
C -3.555 -4.561 -0.034
N -3.695 -5.860 0.232
N -2.690 -3.733 0.548
N -1.615 -4.229 1.227
O -1.494 -5.427 1.466
O -0.830 -3.383 1.578
H -4.997 -2.152 -1.221
H -4.000 -2.769 -2.455
H -5.164 -4.607 -1.277
H -4.284 -6.433 -0.344
H -3.008 -6.272 0.854
O -2.121 -2.000 3.373
H -2.608 -1.256 3.747
H -1.189 -1.794 3.521
Se -4.655 -1.248 1.394

## Properties
**Expectation value of S²**: 6.027
**Multiplicity**: 5
**E_HOMO (alpha / beta)**: -0.253 / -0.263 Ha
**LUMO energy (alpha / beta)**: -0.22 / -0.69 eV
**ΔE to the lowest compared entry with this formula, charge and spin**: 0.122 eV
**Orbital gap (alpha / beta)**: 6.7 / 6.5 eV
**Net charge**: 0

No. 4
The following is a quantum chemistry calculation of C47H60BrN10O6S2 as an isolated structure at a distorted geometry, from OMol25.

Positions of all 126 atoms, in Å:
C -0.822 2.959 -6.948
C -1.466 2.723 -5.596
C -0.930 3.655 -4.328
C -2.153 4.613 -3.794
O -2.605 4.699 -2.540
O -2.789 5.508 -4.813
N -0.237 2.852 -3.242
Br 1.089 1.817 -4.145
S -1.297 1.641 -2.543
C -0.263 0.931 -1.111
C -0.412 -0.733 -1.171
O -1.658 -1.204 -1.104
O 0.831 -1.512 -1.236
C 0.711 -2.713 -2.071
C 1.237 -2.485 -3.643
C -0.109 -2.118 -4.566
O 2.237 -1.411 -3.734
C 2.964 -1.424 -5.012
O 2.868 -2.387 -5.959
C 3.985 -0.161 -5.412
S 4.856 0.578 -3.907
H -0.736 2.132 -7.774
H -0.321 4.015 -7.175
H -2.326 1.927 -5.515
H -0.106 4.383 -4.789
H 0.868 1.280 -1.209
H -0.629 1.338 -0.051
H -0.334 -3.239 -2.051
H 1.480 -3.507 -1.621
H 1.651 -3.556 -3.969
H 0.184 -1.762 -5.642
H -0.725 -3.108 -4.688
H -0.746 -1.310 -3.969
H 3.349 0.703 -5.909
H 4.834 -0.524 -6.167
H 3.937 1.573 -3.446
N -0.712 -6.935 -1.467
C -0.393 -7.378 -0.210
C -0.914 -6.486 0.700
C -1.576 -5.472 -0.034
C -1.438 -5.777 -1.370
H -0.453 -7.393 -2.332
H 0.177 -8.287 -0.071
H -0.829 -6.558 1.777
H -2.097 -4.614 0.368
H -1.791 -5.269 -2.257
N -3.433 -4.376 -7.810
C -3.114 -4.819 -6.553
C -3.635 -3.927 -5.643
C -4.297 -2.913 -6.377
C -4.158 -3.218 -7.713
H -3.174 -4.834 -8.675
H -2.544 -5.728 -6.414
H -3.549 -3.999 -4.566
H -4.818 -2.055 -5.975
H -4.512 -2.710 -8.600
N 0.094 4.775 -0.229
C 0.065 5.492 0.939
C 1.224 5.223 1.632
C 1.981 4.316 0.852
C 1.260 4.059 -0.293
H -0.632 4.775 -0.933
H -0.775 6.130 1.177
H 1.496 5.636 2.595
H 2.947 3.896 1.099
H 1.477 3.428 -1.144
N 0.516 -8.970 3.227
C 1.506 -8.069 3.524
C 1.973 -8.352 4.788
C 1.243 -9.465 5.268
C 0.352 -9.828 4.283
H -0.010 -8.997 2.363
H 1.791 -7.306 2.812
H 2.755 -7.814 5.308
H 1.355 -9.950 6.229
H -0.383 -10.621 4.243
N 4.989 4.869 3.108
C 5.910 5.609 2.413
C 5.792 6.921 2.813
C 4.767 6.973 3.789
C 4.292 5.692 3.953
H 4.848 3.872 3.013
H 6.568 5.140 1.693
H 6.380 7.751 2.443
H 4.415 7.851 4.315
H 3.517 5.296 4.597
N -3.502 7.202 -1.284
C -3.183 6.759 -0.027
C -3.704 7.652 0.883
C -4.366 8.665 0.149
C -4.227 8.361 -1.187
H -3.243 6.745 -2.149
H -2.613 5.851 0.112
H -3.618 7.580 1.960
H -4.887 9.524 0.551
H -4.581 8.869 -2.074
N -1.050 9.872 1.664
C -0.560 11.119 1.952
C 0.357 10.992 2.972
C 0.427 9.618 3.306
C -0.450 8.950 2.481
H -1.745 9.665 0.958
H -0.906 11.989 1.410
H 0.916 11.800 3.425
H 1.050 9.165 4.066
H -0.698 7.899 2.407
N 4.206 1.828 5.080
C 4.892 0.642 5.113
C 3.995 -0.362 5.404
C 2.721 0.240 5.546
C 2.880 1.592 5.339
H 4.613 2.735 4.894
H 5.957 0.613 4.928
H 4.231 -1.413 5.502
H 1.789 -0.260 5.775
H 2.166 2.404 5.354
N -4.602 -11.493 5.244
C -4.726 -12.437 6.230
C -3.517 -12.532 6.882
C -2.635 -11.609 6.272
C -3.332 -10.979 5.265
H -5.334 -11.218 4.602
H -5.660 -12.960 6.381
H -3.294 -13.194 7.709
H -1.602 -11.423 6.538
H -3.033 -10.211 4.564

## Properties
**Multiplicity**: 1
**E_HOMO**: -0.199 Ha
**LUMO energy**: 1.60 eV
**Orbital gap**: 7.0 eV
**Net charge**: -1